(1)
14
Properties=species:S:1:pos:R:3:mulliken_charge:R:1 method="wB97M-V/def2-TZVPD" total_charge=+1 e_above_lowest_ev=0.529 orbital_gap_ev=9.0 homo_energy_ev=-14.732
C 0.351 1.663 0.013 0.02
C 0.988 0.376 0.023 0.61
C -1.384 0.094 0.029 0.55
C 2.314 0.182 -0.036 -0.94
C -2.670 -0.113 -0.048 -0.83
C -0.110 -0.662 0.098 -0.40
O -0.890 1.674 0.029 -0.32
H 0.889 2.607 -0.024 0.45
H 2.734 -0.811 -0.040 0.30
H 3.004 1.009 -0.087 0.29
H -3.387 0.688 -0.089 0.31
H -3.059 -1.119 -0.088 0.27
H -0.037 -1.387 -0.718 0.36
H -0.046 -1.222 1.039 0.32

(2)
15
Properties=species:S:1:pos:R:3:mulliken_charge:R:1 method="wB97M-V/def2-TZVPD" total_charge=-1 e_above_lowest_ev=8.448 orbital_gap_ev="5.1 / 7.1" homo_energy_ev="-1.286 / -3.237"
O -0.154 1.775 0.157 0.03
C 1.140 2.108 0.076 -0.25
H 1.529 2.243 -0.937 0.33
H 1.411 2.874 0.803 0.28
C -0.732 0.918 -0.675 -0.75
O -2.048 1.024 -0.348 0.00
C -3.033 0.624 -1.155 -0.31
C -4.388 0.662 -0.544 -0.77
H -2.773 -0.275 -1.734 0.26
H -4.771 -0.358 -0.355 0.23
H -5.089 1.138 -1.249 0.25
H -4.395 1.229 0.396 0.27
C 3.044 -0.616 1.086 -0.18
C 2.450 0.410 0.755 -0.71
H 3.605 -1.494 1.372 0.32

(3)
19
Properties=species:S:1:pos:R:3:mulliken_charge:R:1 method="wB97M-V/def2-TZVPD" spin_multiplicity=3 total_charge=-2 orbital_gap_ev="2.9 / 3.3" homo_energy_ev="2.226 / -0.001"
C -0.392 1.808 -0.996 -0.76
C -0.382 2.772 -0.113 -0.42
C -0.140 0.489 -0.480 0.63
C 0.108 0.521 0.874 -0.07
C -0.084 -0.875 -1.168 -1.08
C 0.387 -0.711 2.057 -0.22
O -2.110 -1.564 1.032 -0.76
O -0.481 -3.287 2.009 -0.84
O -1.604 -1.494 3.539 -0.87
O 0.508 -0.114 3.296 -0.61
P -1.124 -1.909 2.148 0.93
S 0.079 2.256 1.503 -0.07
H -0.706 1.905 -2.033 0.34
H -0.512 3.837 -0.234 0.38
H -0.562 -0.902 -2.098 0.38
H 0.993 -1.107 -1.578 0.19
H -0.375 -1.506 -0.280 0.19
H 1.374 -1.114 1.858 0.28
H -0.321 -0.530 3.760 0.38

(4)
14
Properties=species:S:1:pos:R:3:mulliken_charge:R:1 method="wB97M-V/def2-TZVPD" e_above_lowest_ev=2.460 smiles="C=C[C@H]1C=CC=P1" orbital_gap_ev=8.2 homo_energy_ev=-8.259
C -0.326 -1.943 1.797 -0.93
C 0.081 -1.422 0.614 -0.18
C -0.366 0.007 0.269 -0.13
C 0.797 0.943 -0.008 -0.73
C 0.595 1.698 -1.117 -0.16
C -0.421 1.234 -1.960 -0.23
P -1.421 0.058 -1.243 -0.16
H 0.013 -2.968 1.967 0.24
H -0.933 -1.532 2.517 0.33
H 0.686 -1.720 -0.148 0.47
H -0.964 0.236 1.117 0.44
H 1.543 1.048 0.649 0.50
H 1.270 2.592 -1.487 0.25
H -0.552 1.769 -2.966 0.28

(5)
14
Properties=species:S:1:pos:R:3:mulliken_charge:R:1 method="wB97M-V/def2-TZVPD" spin_multiplicity=3 e_above_lowest_ev=2.870 orbital_gap_ev="7.1 / 6.5" homo_energy_ev="-6.220 / -8.306"
C 1.819 -0.788 -0.185 -0.81
C 0.503 -1.044 -0.155 0.47
C 0.135 1.212 0.145 -0.63
C 0.876 0.305 -0.690 -0.25
C -0.601 -1.148 0.747 -0.95
C -0.937 0.361 0.798 0.03
P -2.425 -0.123 -0.329 -0.08
H 2.735 -1.290 -0.336 0.35
H 0.748 1.733 0.921 0.31
H -0.148 2.023 -0.556 0.25
H 0.851 0.405 -1.794 0.37
H -0.792 -2.090 1.183 0.45
H -1.221 0.794 1.818 0.42
H -1.544 -0.351 -1.568 0.06

(6)
14
Properties=species:S:1:pos:R:3:mulliken_charge:R:1 method="wB97M-V/def2-TZVPD" e_above_lowest_ev=4.775 orbital_gap_ev=9.8 homo_energy_ev=-9.726
C -0.455 0.198 1.180 -0.27
C -0.945 0.215 2.316 -0.09
C -0.579 -0.084 -0.398 0.00
C 0.797 0.068 0.254 0.24
C -1.308 1.109 -1.017 -1.32
C 1.545 -1.231 0.419 -1.22
H -0.995 -0.998 -0.752 0.38
H 1.332 1.082 0.273 0.33
H -0.685 1.988 -1.412 0.30
H -1.956 1.651 -0.400 0.36
H -1.865 0.682 -1.818 0.34
H 0.889 -1.954 1.085 0.32
H 2.467 -0.969 0.828 0.38
H 1.757 -1.756 -0.558 0.27

(7)
14
Properties=species:S:1:pos:R:3:mulliken_charge:R:1 method="wB97M-V/def2-TZVPD" e_above_lowest_ev=1.513 orbital_gap_ev=10.0 homo_energy_ev=-8.862
C 0.016 -0.138 -1.289 -0.65
C -0.185 -1.029 -0.015 -0.28
C 1.146 -0.367 0.482 -0.65
C 0.471 0.880 -0.186 -0.30
C -0.791 1.045 0.641 -0.53
C -1.233 -0.200 0.760 -0.40
H -0.875 0.057 -1.890 0.29
H 0.865 -0.364 -1.953 0.27
H -0.526 -2.061 0.069 0.40
H 2.078 -0.612 -0.052 0.27
H 1.329 -0.389 1.559 0.29
H 1.029 1.785 -0.424 0.46
H -1.207 1.964 1.025 0.42
H -2.117 -0.571 1.272 0.41

(8)
14
Properties=species:S:1:pos:R:3:mulliken_charge:R:1 method="wB97M-V/def2-TZVPD" e_above_lowest_ev=4.178 smiles="C=C=C.C#CC" orbital_gap_ev=10.3 homo_energy_ev=-9.283
C 1.660 1.226 -0.659 -0.84
C 1.802 0.158 0.124 0.32
C 1.979 -0.902 0.857 -0.66
H 1.956 2.267 -0.522 0.26
H 1.182 1.247 -1.551 0.31
H 1.149 -1.016 1.487 0.32
H 2.916 -1.361 0.678 0.29
C -1.383 1.481 0.839 -0.12
C -1.662 0.520 0.195 -0.15
C -1.930 -0.796 -0.376 -1.07
H -1.365 2.486 1.141 0.41
H -2.043 -0.574 -1.400 0.31
H -2.870 -1.013 -0.092 0.38
H -1.190 -1.670 -0.108 0.24

(9)
14
Properties=species:S:1:pos:R:3:mulliken_charge:R:1 method="wB97M-V/def2-TZVPD" e_above_lowest_ev=4.964 orbital_gap_ev=7.8 homo_energy_ev=-7.648
C 2.980 0.041 0.503 -0.70
C 1.638 -0.206 0.365 0.27
C 0.341 -0.045 0.096 0.03
C -0.487 1.176 -0.192 -0.53
C -1.703 0.245 -0.425 -0.46
C -0.867 -0.976 0.062 -0.61
H 3.605 -0.318 -0.346 0.19
H 1.795 -0.978 1.186 0.28
H -0.586 1.778 0.721 0.20
H -0.156 1.832 -1.002 0.31
H -2.591 0.463 0.176 0.26
H -1.989 0.195 -1.479 0.25
H -0.774 -1.786 -0.674 0.24
H -1.205 -1.421 1.007 0.28

(10)
14
Properties=species:S:1:pos:R:3:mulliken_charge:R:1 method="wB97M-V/def2-TZVPD" e_above_lowest_ev=2.868 orbital_gap_ev=10.2 homo_energy_ev=-9.057
C -0.453 -0.114 1.060 -0.56
C -0.169 -0.986 -0.117 -0.43
C -0.936 -0.007 -0.978 -0.56
C -0.298 0.949 0.057 -0.39
C 1.238 0.730 -0.357 -0.52
C 1.376 -0.624 -0.224 -0.30
H -1.471 -0.097 1.635 0.25
H 0.282 -0.072 1.880 0.31
H -0.318 -2.021 -0.081 0.51
H -0.758 0.027 -2.077 0.30
H -2.142 -0.143 -0.962 0.24
H -0.636 1.958 0.172 0.53
H 1.916 1.533 0.042 0.31
H 2.369 -1.133 -0.051 0.32

(11)
14
Properties=species:S:1:pos:R:3:mulliken_charge:R:1 method="wB97M-V/def2-TZVPD" e_above_lowest_ev=3.304 smiles="C1=C[C@@H]2CC2=C1.[H][H]" orbital_gap_ev=9.2 homo_energy_ev=-8.538
C -0.765 1.006 -0.952 -0.18
C -1.205 -0.224 -0.525 -0.72
C -0.252 -0.790 0.412 -0.03
C 0.366 -0.184 1.791 -0.67
C 0.804 0.236 0.495 0.12
C 0.416 1.345 -0.223 -0.55
H -1.266 1.644 -1.674 0.41
H -2.024 -0.785 -0.963 0.34
H -0.070 -1.860 0.397 0.39
H -0.164 0.496 2.457 0.26
H 0.839 -1.025 2.296 0.25
H 0.815 2.348 -0.114 0.39
H 1.080 -1.282 -1.989 0.08
H 1.550 -0.985 -1.491 -0.09

(12)
14
Properties=species:S:1:pos:R:3:mulliken_charge:R:1 method="wB97M-V/def2-TZVPD" e_above_lowest_ev=4.315 orbital_gap_ev="7.1 / 7.1" homo_energy_ev="-8.171 / -8.171"
C 3.068 -0.620 0.066 -0.48
C 1.851 -0.715 0.320 0.34
C 0.626 -0.817 0.866 -0.51
C -0.623 1.409 -0.277 -1.15
C -1.455 0.158 -0.008 -0.40
C -0.577 -1.121 0.036 -0.26
H 3.825 -0.691 -0.696 0.30
H 0.111 1.532 0.527 0.34
H -1.240 2.312 -0.306 0.35
H -0.077 1.328 -1.224 0.29
H -1.973 0.267 0.950 0.29
H -2.225 0.014 -0.777 0.30
H -0.363 -1.465 -0.987 0.32
H -1.159 -1.899 0.546 0.27

(13)
14
Properties=species:S:1:pos:R:3:mulliken_charge:R:1 method="wB97M-V/def2-TZVPD" e_above_lowest_ev=4.718 orbital_gap_ev=9.3 homo_energy_ev=-8.243
C -0.924 0.600 -1.012 -0.78
C -1.038 -0.447 0.045 -0.21
C 0.093 -0.499 -0.956 -0.05
C 1.169 -0.310 0.138 -0.53
C 0.693 0.939 1.527 -0.56
C -0.037 -0.246 1.207 -0.21
H -0.672 1.634 -0.784 0.19
H -1.650 0.497 -1.814 0.26
H -1.893 -1.111 0.114 0.37
H 0.231 -1.188 -1.784 0.37
H 1.825 -1.158 0.328 0.36
H 1.831 0.575 0.152 0.22
H 0.389 1.749 0.837 0.20
H -0.014 -1.060 1.935 0.37

(14)
14
Properties=species:S:1:pos:R:3:mulliken_charge:R:1 method="wB97M-V/def2-TZVPD" spin_multiplicity=3 e_above_lowest_ev=2.548 orbital_gap_ev="9.1 / 7.4" homo_energy_ev="-7.864 / -9.018"
C 0.740 -1.890 -1.157 -0.41
C 0.946 -1.207 0.100 -0.17
C 0.440 0.209 0.430 -0.22
C -0.698 0.837 0.014 0.02
C -0.003 -2.344 0.069 -0.31
C -1.201 2.041 0.660 -0.99
H 0.098 -1.783 -2.057 0.23
H 1.628 -2.474 -1.484 0.20
H 1.939 -1.321 0.527 0.35
H 1.039 0.519 1.322 0.19
H -1.163 0.238 -0.791 0.30
H -1.478 2.762 -0.221 0.26
H -0.340 2.543 1.166 0.30
H -1.948 1.871 1.421 0.26

(15)
14
Properties=species:S:1:pos:R:3:mulliken_charge:R:1 method="wB97M-V/def2-TZVPD" spin_multiplicity=3 e_above_lowest_ev=0.739 orbital_gap_ev="8.4 / 8.9" homo_energy_ev="-7.329 / -9.560"
C 1.188 0.661 -0.166 -0.32
C 0.068 -0.121 0.176 0.78
C -1.366 0.589 -1.710 -0.82
C 1.375 1.989 -0.470 -0.56
C -1.172 -0.059 -0.554 -0.09
C 0.359 -1.377 1.074 -1.45
H 1.997 0.022 0.154 0.33
H -0.429 1.067 -2.055 0.21
H -2.229 0.715 -2.354 0.29
H 2.363 2.398 -0.771 0.29
H -2.100 -0.530 -0.112 0.20
H -0.572 -1.949 1.278 0.33
H 0.974 -1.053 1.900 0.38
H 0.990 -2.047 0.631 0.43

Let's list electronic energy in order: -8373.66488, -10422.09069, -34645.31389, -15621.25601, -15616.11766, -6346.00922, -6349.27089, -6346.60563, -6345.82004, -6347.91571, -6347.48012, -6346.46881, -6346.06631, -6344.42386, -6346.23368 eV.